(1)
A structure of composition C46H65BrN4O2RuSi, computed with ωB97M-V/def2-TZVPD.

The geometry in XYZ format:
```
120
Properties=species:S:1:pos:R:3:nbo_charge:R:1
Ru 1.289 0.732 -0.712 1.287
N 1.082 1.498 1.269 -0.574
C 0.989 1.043 2.338 0.675
N 0.894 0.516 3.511 -0.441
C 2.076 -0.152 4.114 -0.199
C 2.717 0.792 5.116 -0.417
C 1.694 1.199 6.176 -0.404
C 0.462 1.845 5.537 -0.417
C -0.152 0.949 4.470 -0.199
H 2.741 -0.466 3.311 0.226
H 1.692 -1.045 4.611 0.217
H 3.072 1.682 4.584 0.203
H 3.585 0.312 5.568 0.238
H 2.143 1.890 6.888 0.236
H 1.388 0.313 6.742 0.209
H 0.737 2.803 5.085 0.207
H -0.297 2.049 6.293 0.239
H -0.940 1.449 3.911 0.224
H -0.567 0.040 4.909 0.216
C 5.107 -2.024 -2.913 -0.187
C 4.920 -0.753 -3.439 -0.186
C 4.330 0.236 -2.663 -0.257
C 3.916 -0.063 -1.373 0.160
C 4.120 -1.324 -0.832 -0.246
C 4.719 -2.303 -1.608 -0.177
N 3.286 0.986 -0.597 -0.384
C 4.061 1.824 0.128 0.132
C 3.523 3.040 0.632 -0.165
C 4.309 3.876 1.386 -0.208
C 5.635 3.535 1.666 -0.115
C 6.189 2.362 1.145 -0.221
C 5.431 1.520 0.370 -0.138
H 5.566 -2.794 -3.518 0.239
H 5.249 -0.525 -4.444 0.237
H 4.231 1.247 -3.040 0.211
H 3.809 -1.529 0.185 0.239
H 4.885 -3.287 -1.190 0.237
H 2.507 3.314 0.390 0.236
H 3.903 4.811 1.749 0.236
H 6.242 4.190 2.277 0.237
H 7.222 2.115 1.350 0.243
H 5.859 0.618 -0.041 0.233
C -3.410 2.585 -2.520 -0.601
C -4.141 2.012 -1.294 -0.656
C -5.656 1.990 -1.616 -0.617
C -3.895 2.978 -0.125 -0.609
Si -3.667 0.236 -0.847 2.194
Br -1.241 0.470 -0.777 -0.359
C -3.950 -0.312 0.945 -0.655
C -3.548 -1.781 1.154 -0.608
C -3.184 0.506 2.002 -0.610
C -5.462 -0.158 1.226 -0.616
C -3.831 -1.090 -2.180 -0.641
C -5.257 -1.673 -2.022 -0.619
C -3.710 -0.519 -3.599 -0.608
C -2.805 -2.236 -2.068 -0.614
H -3.744 3.618 -2.655 0.223
H -3.625 2.055 -3.442 0.226
H -2.328 2.603 -2.380 0.194
H -5.985 3.014 -1.816 0.233
H -6.267 1.608 -0.797 0.223
H -5.878 1.398 -2.506 0.219
H -4.103 3.995 -0.469 0.225
H -2.862 2.948 0.231 0.208
H -4.556 2.785 0.719 0.217
H -2.493 -1.955 0.931 0.215
H -4.144 -2.475 0.565 0.218
H -3.711 -2.031 2.207 0.221
H -2.104 0.460 1.851 0.206
H -3.405 0.069 2.981 0.217
H -3.483 1.551 2.039 0.221
H -6.088 -0.722 0.533 0.225
H -5.783 0.885 1.205 0.216
H -5.665 -0.539 2.231 0.230
H -6.037 -0.911 -2.101 0.220
H -5.397 -2.204 -1.081 0.217
H -5.425 -2.390 -2.830 0.234
H -4.483 0.215 -3.827 0.214
H -3.834 -1.343 -4.307 0.226
H -2.731 -0.071 -3.783 0.209
H -2.889 -2.807 -1.146 0.222
H -1.777 -1.885 -2.159 0.218
H -2.989 -2.928 -2.896 0.222
N 1.221 1.738 -2.594 -0.764
C 1.419 3.132 -2.233 0.095
C 2.581 3.780 -2.625 -0.236
C 2.806 5.084 -2.213 -0.171
C 1.873 5.738 -1.417 -0.201
C 0.705 5.087 -1.047 -0.188
C 0.470 3.778 -1.453 -0.218
H 0.281 1.577 -2.949 0.423
H 1.896 1.428 -3.285 0.425
H 3.299 3.281 -3.264 0.221
H 3.708 5.593 -2.527 0.240
H 2.049 6.758 -1.106 0.240
H -0.036 5.597 -0.446 0.234
H -0.454 3.280 -1.186 0.228
C -0.229 -7.467 -0.027 -0.640
C 0.077 -6.001 -0.143 0.063
C -0.080 -5.144 0.936 -0.236
C 0.223 -3.791 0.856 0.057
C -0.006 -2.974 2.108 -0.618
C 0.698 -3.276 -0.371 -0.191
C 0.829 -4.124 -1.494 0.069
C 1.295 -3.667 -2.856 -0.633
C 0.526 -5.468 -1.346 -0.231
C 1.041 -1.855 -0.484 0.786
O 1.261 -1.119 0.533 -0.700
O 1.119 -1.266 -1.617 -0.703
H -0.678 -7.707 0.935 0.224
H 0.685 -8.055 -0.131 0.238
H -0.909 -7.787 -0.817 0.234
H -0.451 -5.540 1.874 0.215
H -0.576 -3.568 2.821 0.218
H -0.545 -2.049 1.907 0.215
H 0.939 -2.690 2.573 0.221
H 2.290 -3.222 -2.817 0.225
H 0.635 -2.910 -3.275 0.233
H 1.323 -4.520 -3.532 0.221
H 0.636 -6.123 -2.203 0.218
```

The calculation puts the strongest force on any atom at 0.011 Eh/bohr. As for the HOMO energy (alpha / beta): -13.04 / -13.04 eV. The energy relative to the best compared isomer or geometry (same formula, charge and spin) is 0.00 kcal/mol. The expectation value of S² is 6.05. As for the spin multiplicity: 5. The total charge is +2. The value obtained for the molar mass is 915.1 g/mol. For the gap between HOMO and LUMO (alpha / beta), the calculation gives 6.851 / 5.966 eV. Its total energy is -5119.2896 hartree.

---

(2)
A cluster of 12 separate species, C46H66N6O14 in total, computed with ωB97M-V/def2-TZVPD.

The geometry in XYZ format:
```
132
Properties=species:S:1:pos:R:3:mulliken_charge:R:1
C -2.206 -6.148 -0.634 -1.360
C -1.478 -5.097 -1.407 0.680
C -1.439 -5.459 -2.874 -0.600
O -1.865 -4.244 -3.529 -0.420
C -2.364 -3.388 -2.589 0.535
O -2.924 -2.355 -2.845 -0.499
O -2.275 -3.862 -1.359 -0.139
H -2.475 -6.059 0.440 0.271
H -1.623 -7.095 -0.745 0.365
H -3.099 -6.401 -1.226 0.360
H -0.407 -4.825 -1.192 0.132
H -2.163 -6.257 -3.151 0.289
H -0.469 -5.747 -3.260 0.271
C 3.620 2.323 6.273 -1.332
C 2.461 2.869 5.431 0.371
C 2.570 2.401 3.993 -0.734
O 1.560 1.384 3.821 0.335
C 0.782 1.389 4.957 0.400
O -0.141 0.652 5.152 -0.616
O 1.277 2.206 5.911 -0.364
H 3.643 1.246 6.141 0.292
H 3.335 2.553 7.339 0.357
H 4.540 2.824 6.023 0.366
H 2.208 3.977 5.627 0.327
H 3.499 1.937 3.792 0.431
H 2.307 3.174 3.253 0.218
C -3.826 3.653 4.082 -1.408
C -2.754 4.179 3.131 1.430
C -2.697 5.608 2.682 -0.218
O -1.287 5.810 2.556 -0.351
C -0.681 4.910 3.388 0.562
O 0.440 5.022 3.768 -0.609
O -1.501 4.043 3.851 -0.351
H -4.678 3.270 3.486 0.303
H -4.228 4.384 4.797 0.387
H -3.457 2.767 4.634 0.294
H -2.640 3.369 2.324 -0.568
H -3.118 6.294 3.402 0.283
H -3.107 5.673 1.717 0.101
C -4.997 -0.270 -1.100 -1.448
C -4.228 -0.324 0.215 0.838
C -3.405 0.925 0.563 1.135
O -4.370 1.808 1.151 -0.289
C -5.374 1.096 1.621 0.535
O -6.271 1.525 2.291 -0.610
O -5.220 -0.240 1.259 -0.483
H -5.736 -1.057 -1.071 0.379
H -4.329 -0.484 -1.983 0.149
H -5.451 0.726 -1.131 0.347
H -3.678 -1.234 0.226 0.232
H -2.909 1.528 -0.210 -0.560
H -2.624 0.606 1.261 -0.197
C 3.138 4.260 -2.083 -0.814
C 2.308 5.263 -2.575 -0.405
C 1.518 4.660 -3.535 -0.711
N 1.756 3.346 -3.516 0.224
C 2.765 3.062 -2.635 -0.399
H 3.816 4.450 -1.285 0.448
H 2.397 6.302 -2.383 0.539
H 0.827 4.996 -4.300 0.383
H 1.379 2.643 -4.103 0.235
H 3.056 2.047 -2.470 0.500
C 4.939 -2.167 4.933 -0.672
C 5.374 -1.210 3.990 -0.649
C 4.286 -0.873 3.160 -0.458
N 3.209 -1.592 3.564 0.306
C 3.609 -2.435 4.609 -0.452
H 5.579 -2.681 5.691 0.374
H 6.329 -0.763 3.774 0.441
H 4.181 -0.269 2.248 0.541
H 2.303 -1.668 3.121 0.075
H 2.897 -3.179 4.963 0.419
C -0.754 -3.201 3.178 -0.864
C -2.080 -3.219 2.669 -0.651
C -2.592 -2.001 2.943 -0.669
N -1.678 -1.228 3.614 0.253
C -0.544 -2.006 3.831 -0.843
H -0.100 -4.052 3.059 0.408
H -2.594 -3.955 2.063 0.513
H -3.611 -1.635 2.851 0.627
H -1.915 -0.389 4.154 0.353
H 0.245 -1.644 4.443 0.820
C 3.963 -1.686 -1.407 -0.450
C 4.673 -1.488 -2.707 -0.792
C 3.757 -1.048 -3.575 -1.150
N 2.546 -1.010 -2.930 1.561
C 2.637 -1.393 -1.643 -0.495
H 4.357 -2.181 -0.485 0.476
H 5.694 -1.761 -2.760 0.515
H 3.756 -0.530 -4.513 0.622
H 1.720 -0.675 -3.379 -0.388
H 1.861 -1.296 -0.907 0.135
C -2.954 4.867 -1.281 -0.480
C -2.878 3.675 -2.077 -0.931
C -1.508 3.389 -2.229 -0.136
N -0.796 4.290 -1.507 0.414
C -1.687 5.226 -0.982 -0.869
H -3.784 5.406 -0.834 0.425
H -3.709 3.049 -2.448 0.348
H -0.932 2.636 -2.782 0.725
H 0.136 4.717 -1.685 0.095
H -1.418 6.103 -0.423 0.480
C -0.877 -0.008 -1.418 -0.157
C -0.009 0.931 -0.777 0.625
C 0.294 0.401 0.499 -2.708
N -0.423 -0.760 0.640 1.527
C -1.072 -1.055 -0.545 -0.684
H -1.281 0.143 -2.383 0.724
H 0.443 1.813 -1.179 0.321
H 0.728 0.839 1.383 0.626
H -0.345 -1.517 1.364 -0.306
H -1.728 -1.896 -0.573 0.159
C 4.368 -5.399 -3.200 -1.492
C 2.943 -4.859 -3.071 0.778
C 2.295 -3.987 -4.150 0.403
O 2.308 -4.975 -2.033 -0.540
H 4.744 -5.521 -4.151 0.399
H 4.260 -6.362 -2.695 0.416
H 4.974 -4.831 -2.562 0.319
H 2.668 -2.989 -3.959 -0.261
H 1.247 -3.969 -4.110 -0.390
H 2.515 -4.300 -5.160 0.506
C -1.641 0.097 -6.035 -1.425
C -0.430 -0.505 -5.370 0.622
C -0.285 -1.993 -5.173 -0.008
O 0.373 0.275 -4.910 -0.578
H -1.719 -0.118 -7.107 0.406
H -1.571 1.157 -5.890 0.376
H -2.549 -0.398 -5.600 0.255
H 0.465 -2.077 -4.406 -0.509
H 0.180 -2.240 -6.128 0.427
H -1.102 -2.635 -4.970 0.367
```

The calculation puts the strongest force on any atom at 0.071 Eh/bohr. As for the HOMO energy: -8.09 eV. As for the spin multiplicity: 1. The value obtained for the molar mass is 927.1 g/mol. For the gap between HOMO and LUMO, the calculation gives 8.509 eV. Its total energy is -3174.2749 hartree. Its SMILES is C[C@H]1COC(=O)O1.C[C@H]1COC(=O)O1.C[C@H]1COC(=O)O1.C[C@H]1COC(=O)O1.c1cc[nH]c1.c1cc[nH]c1.c1cc[nH]c1.c1cc[nH]c1.c1cc[nH]c1.c1cc[nH]c1.CC(C)=O.CC(C)=O.

---

(3)
A cluster of 3 separate species, C46H70N2O6 in total, computed with ωB97M-V/def2-TZVPD.

The geometry in XYZ format:
```
124
Properties=species:S:1:pos:R:3:mulliken_charge:R:1
C 2.337 -4.502 2.309 -1.714
C 1.879 -3.042 2.124 2.566
C 0.761 -2.772 3.138 -1.806
C 3.078 -2.145 2.448 -1.656
C 1.380 -2.935 0.663 -1.949
C 1.231 -1.577 -0.073 3.315
C 2.599 -1.013 -0.494 -1.947
C 0.476 -1.863 -1.400 -2.002
C 0.410 -0.578 0.733 -0.631
C 0.926 0.604 1.262 -0.223
C 0.136 1.484 1.994 -1.035
C -1.199 1.194 2.207 -0.002
O -1.978 2.046 2.943 -0.583
C -2.802 2.925 2.177 -0.420
C -4.271 2.513 2.300 -0.203
O -4.943 2.812 1.077 -0.328
C -5.479 1.689 0.422 -0.332
C -6.588 0.973 1.205 -1.031
C -6.898 -0.337 0.530 0.072
C -7.849 -0.352 -0.491 -0.770
C -8.165 -1.515 -1.185 -0.636
C -7.512 -2.703 -0.887 -0.798
C -6.525 -2.706 0.088 0.763
C -6.216 -1.536 0.808 0.605
C -5.125 -1.637 1.831 0.274
O -5.023 -0.903 2.792 -0.608
C -4.126 -2.729 1.634 -0.518
C -4.427 -3.830 0.945 -0.619
C -5.778 -3.977 0.343 0.097
O -6.239 -5.065 0.065 -0.586
C -1.739 0.022 1.689 0.232
C -0.942 -0.841 0.957 -0.215
H 1.545 -5.179 1.974 0.395
H 2.595 -4.712 3.347 0.468
H 3.198 -4.685 1.662 0.251
H 1.144 -2.972 4.144 0.512
H 0.412 -1.740 3.124 0.293
H -0.080 -3.451 2.975 0.326
H 3.902 -2.334 1.756 0.186
H 3.445 -2.397 3.448 0.530
H 2.826 -1.085 2.438 0.278
H 2.021 -3.559 0.030 0.116
H 0.391 -3.410 0.645 0.426
H 2.450 -0.184 -1.193 0.510
H 3.179 -1.791 -0.992 0.002
H 3.181 -0.622 0.337 0.418
H 1.171 -2.201 -2.170 0.482
H -0.296 -2.624 -1.265 0.401
H -0.027 -0.958 -1.747 0.386
H 1.966 0.862 1.110 0.427
H 0.550 2.401 2.400 0.507
H -2.638 3.944 2.526 0.148
H -2.533 2.887 1.118 0.372
H -4.295 1.443 2.513 0.096
H -4.775 3.047 3.109 0.326
H -4.680 0.973 0.174 0.241
H -5.885 2.050 -0.526 0.366
H -6.287 0.826 2.235 0.579
H -7.484 1.599 1.198 0.462
H -8.365 0.570 -0.735 0.455
H -8.921 -1.491 -1.960 0.405
H -7.751 -3.618 -1.414 0.486
H -3.174 -2.594 2.135 0.890
H -3.724 -4.649 0.844 0.464
H -2.784 -0.205 1.875 -0.063
H -1.387 -1.752 0.573 0.583
C 7.574 -3.882 -4.020 -1.547
C 7.782 -4.748 -2.756 1.623
C 7.908 -6.243 -3.089 -1.403
C 6.589 -6.937 -3.418 -0.538
C 5.572 -6.699 -2.304 -1.311
C 5.340 -5.212 -2.033 2.063
N 6.669 -4.561 -1.770 0.534
O 7.048 -4.691 -0.553 -0.624
C 4.580 -4.577 -3.206 -2.210
C 4.481 -5.022 -0.791 -2.202
C 9.081 -4.288 -2.105 -1.891
H 6.547 -3.582 -4.180 0.336
H 8.149 -2.960 -3.938 0.445
H 7.913 -4.407 -4.914 0.284
H 8.356 -6.749 -2.228 0.366
H 8.613 -6.347 -3.916 0.446
H 6.202 -6.596 -4.382 0.274
H 6.766 -8.009 -3.523 0.415
H 4.612 -7.159 -2.548 0.406
H 5.931 -7.174 -1.387 0.401
H 4.516 -3.494 -3.086 0.404
H 3.565 -4.975 -3.216 0.429
H 5.011 -4.793 -4.179 0.514
H 4.894 -5.532 0.075 0.554
H 3.483 -5.424 -0.975 0.502
H 4.384 -3.963 -0.547 0.392
H 8.991 -3.266 -1.737 0.477
H 9.866 -4.316 -2.863 0.422
H 9.375 -4.925 -1.275 0.400
C -2.665 8.886 1.859 -1.597
C -1.592 7.883 1.376 1.721
C -0.564 8.537 0.441 -1.365
C -1.058 8.780 -0.982 -0.482
C -1.611 7.489 -1.578 -1.287
C -2.723 6.876 -0.726 1.917
N -2.210 6.709 0.678 0.453
O -1.540 5.627 0.826 -0.517
C -3.984 7.748 -0.803 -2.029
C -3.099 5.493 -1.246 -2.008
C -0.863 7.375 2.615 -2.031
H -3.606 8.807 1.330 0.361
H -2.894 8.710 2.910 0.448
H -2.312 9.913 1.763 0.287
H 0.315 7.887 0.392 0.375
H -0.237 9.472 0.900 0.429
H -1.810 9.573 -1.000 0.278
H -0.227 9.134 -1.593 0.398
H -2.004 7.660 -2.583 0.425
H -0.797 6.763 -1.672 0.343
H -4.744 7.394 -0.104 0.381
H -4.394 7.674 -1.810 0.458
H -3.802 8.803 -0.615 0.424
H -2.233 4.841 -1.325 0.362
H -3.541 5.601 -2.237 0.453
H -3.828 5.013 -0.590 0.510
H -1.532 6.792 3.249 0.473
H -0.516 8.240 3.182 0.455
H -0.005 6.756 2.364 0.364
```

The calculation puts the strongest force on any atom at 0.015 Eh/bohr. As for the HOMO energy (alpha / beta): -8.10 / -8.56 eV. The expectation value of S² is 2.01. As for the spin multiplicity: 3. The value obtained for the molar mass is 747.1 g/mol. For the gap between HOMO and LUMO (alpha / beta), the calculation gives 6.959 / 7.417 eV. Its total energy is -2355.6015 hartree.